Density functional theory data (ωB97M-V with the def2-TZVPD basis set) for a molecular structure, C32H62AsBN13O2Si3V.

```
! wB97M-V def2-TZVPD RIJCOSX def2/J DEFGRID3
* xyz 3 4
V 0.289 0.218 -0.807
C -2.493 -2.811 -1.924
C -2.123 -1.738 -1.132
N -0.981 -1.202 -1.577
N -0.601 -1.924 -2.665
C -1.492 -2.895 -2.881
B 0.774 -1.646 -3.379
N 1.888 -1.893 -2.324
C 2.949 -2.710 -2.249
C 3.601 -2.482 -1.049
C 2.857 -1.489 -0.429
N 1.820 -1.140 -1.191
N 0.804 -0.119 -3.733
C 1.080 0.469 -4.900
C 0.952 1.843 -4.750
C 0.585 2.009 -3.426
N 0.496 0.826 -2.808
N 0.861 -2.461 -4.626
C -0.005 -2.434 -5.680
C 0.460 -3.296 -6.633
C 1.645 -3.820 -6.074
N 1.885 -3.323 -4.879
H -3.355 -3.447 -1.824
H -2.594 -1.339 -0.250
H -1.354 -3.584 -3.698
H 3.160 -3.373 -3.070
H 4.497 -2.960 -0.696
H 3.021 -0.988 0.514
H 1.350 -0.123 -5.758
H 1.102 2.600 -5.499
H 0.381 2.917 -2.882
H -0.880 -1.802 -5.671
H 0.021 -3.518 -7.589
H 2.327 -4.538 -6.499
N -0.523 -2.669 1.776
C 0.378 -1.967 2.671
C 1.710 -2.677 2.974
C 1.639 -3.957 3.804
C 1.345 -3.752 5.296
N -0.046 -3.980 5.715
C -0.538 -5.182 6.018
N 0.172 -6.281 5.778
N -1.760 -5.295 6.539
C 0.713 -0.568 2.164
O 1.382 0.204 2.803
O 0.183 -0.225 0.989
H -0.865 -3.523 2.200
H -0.067 -2.923 0.906
H -0.170 -1.791 3.606
H 2.388 -1.977 3.467
H 2.162 -2.925 2.009
H 2.622 -4.428 3.734
H 0.937 -4.679 3.374
H 1.595 -2.740 5.615
H 1.976 -4.398 5.910
H -0.624 -3.184 5.928
H 1.094 -6.239 5.380
H -0.158 -7.186 6.071
H -2.267 -4.485 6.853
H -2.130 -6.193 6.804
C -4.710 0.381 -1.074
Si -3.511 1.648 -1.679
C -4.095 3.397 -1.528
C -2.846 1.211 -3.330
As -1.708 1.908 0.010
Si -2.800 1.476 2.140
C -4.438 2.340 2.118
C -1.702 2.126 3.474
C -3.027 -0.357 2.305
Si -0.602 4.073 0.430
C 0.047 4.755 -1.153
C 0.709 3.786 1.704
C -2.022 5.101 1.015
H -5.719 0.787 -1.190
H -4.601 0.086 -0.033
H -4.627 -0.513 -1.693
H -5.056 3.437 -2.056
H -3.410 4.090 -2.016
H -4.276 3.731 -0.506
H -3.723 1.060 -3.970
H -2.283 0.278 -3.309
H -2.234 1.992 -3.776
H -4.363 3.421 2.233
H -4.987 1.963 2.988
H -5.050 2.129 1.243
H -1.611 3.210 3.462
H -0.703 1.687 3.468
H -2.186 1.854 4.418
H -3.942 -0.701 1.820
H -3.148 -0.544 3.377
H -2.197 -0.961 1.943
H 0.920 4.226 -1.527
H 0.360 5.779 -0.916
H -0.706 4.829 -1.938
H 0.904 2.741 1.937
H 0.447 4.297 2.631
H 1.641 4.220 1.333
H -2.638 5.447 0.184
H -1.577 5.980 1.494
H -2.663 4.629 1.756
C 4.181 3.336 -2.246
C 4.114 2.868 -0.786
C 4.190 4.052 0.190
C 5.203 1.832 -0.484
C 2.807 2.213 -0.593
N 1.791 1.702 -0.445
H 5.139 3.830 -2.404
H 3.390 4.052 -2.474
H 4.109 2.493 -2.935
H 5.167 4.523 0.079
H 4.087 3.724 1.224
H 3.429 4.801 -0.030
H 6.172 2.327 -0.550
H 5.184 1.013 -1.202
H 5.099 1.428 0.524
*
```

Values from the calculation:
Highest occupied orbital energy (spin up / spin down) (eV): -14.99 / -15.00
F_max (hartree/bohr): 0.019
Orbital gap (spin up / spin down) (eV): 7.3 / 5.0
Relative energy (zero: lowest compared OMol25 entry of this formula, charge and spin) (kcal/mol): 0.00